Entry 1:
The following is a DFT calculation (ωB97M-V with the def2-TZVPD basis set) of a cluster of 3 separate species, C4H14O4 in total.

Values from the calculation:
Structure (SMILES): OCCCCO.O.O
Highest occupied orbital energy: -10.04 eV
Energy above the lowest of the compared OMol25 structures with the same formula, charge and spin: 2.475 eV
Total charge: 0
Lowest unoccupied orbital energy: 0.4 eV
Molecular weight: 126.152 g mol⁻¹

```
22
C4H14O4 | the OMol25 dataset | ωB97M-V with the def2-TZVPD basis set
O -1.539 1.765 -2.796
C -0.943 1.960 -1.497
C -0.083 0.645 -1.172
C -0.827 -0.266 -0.078
C -0.579 0.272 1.471
O -0.947 -0.650 2.399
H -2.256 1.234 -3.007
H -0.436 2.945 -1.675
H -1.842 2.095 -0.789
H 0.749 0.933 -0.479
H 0.288 0.149 -2.162
H -0.380 -1.316 -0.015
H -1.866 -0.212 -0.338
H -1.093 1.248 1.439
H 0.473 0.533 1.653
H -0.496 -1.588 2.181
O 3.026 -0.153 -0.187
H 3.787 0.151 0.223
H 2.256 0.480 -0.058
O 0.998 -3.058 1.493
H 1.304 -2.881 2.389
H 1.806 -2.670 1.027
```

---

Entry 2:
The following is a DFT calculation (ωB97M-V with the def2-TZVPD basis set) of a cluster of 3 separate species, C4H14O4 in total.

Values from the calculation:
Structure (SMILES): OCCCCO.O.O
Highest occupied orbital energy: -10.31 eV
Energy above the lowest of the compared OMol25 structures with the same formula, charge and spin: 2.186 eV
Total charge: 0
Lowest unoccupied orbital energy: 0.5 eV
Molecular weight: 126.152 g mol⁻¹

```
22
C4H14O4 | the OMol25 dataset | ωB97M-V with the def2-TZVPD basis set
O 0.061 0.119 -2.267
C -0.491 -1.207 -2.076
C -0.807 -1.638 -0.661
C -1.658 -0.575 0.076
C -0.940 0.815 0.268
O -1.375 1.996 -0.363
H -0.568 0.531 -2.876
H -1.503 -1.419 -2.662
H 0.190 -1.792 -2.576
H -1.505 -2.593 -0.662
H 0.176 -1.690 -0.129
H -1.982 -1.004 1.079
H -2.657 -0.294 -0.422
H 0.022 0.632 -0.067
H -1.047 0.803 1.404
H -1.981 1.698 -1.099
O 3.123 2.180 4.833
H 2.524 2.966 4.907
H 3.360 1.943 3.930
O 2.689 -0.310 -0.257
H 2.478 -1.047 0.339
H 1.893 -0.114 -0.719
```

---

Entry 3:
The following is a DFT calculation (ωB97M-V with the def2-TZVPD basis set) of a cluster of 5 separate species, C4H14O7 in total.

Values from the calculation:
Highest occupied orbital energy: -1.30 eV
Energy above the lowest of the compared OMol25 structures with the same formula, charge and spin: 0.000 eV
Total charge: -2
Lowest unoccupied orbital energy: 5.9 eV
Molecular weight: 174.149 g mol⁻¹

```
25
C4H14O7 | the OMol25 dataset | ωB97M-V with the def2-TZVPD basis set
O -0.227 -1.216 -2.125
C -0.268 -0.762 -0.940
O -1.299 -0.668 -0.230
C 1.123 -0.447 -0.354
C 1.484 1.037 -0.198
C 0.708 1.775 0.917
O 1.517 2.095 2.030
H 1.877 -0.989 -0.922
H 1.112 -0.894 0.649
H 1.186 1.556 -1.116
H 2.540 1.094 0.063
H 0.452 2.780 0.539
H -0.198 1.231 1.194
H 0.097 -0.023 -4.234
H -1.136 -0.208 -3.463
O -0.844 0.158 -4.326
H -2.614 -2.005 -2.215
H -2.326 -2.246 -0.772
O -2.865 -2.606 -1.503
H -1.022 -0.335 2.740
H -1.818 -0.899 1.563
O -1.889 -0.281 2.316
H 1.313 1.392 2.900
H 1.837 -0.102 3.547
O 1.260 0.563 3.938
```

---

Entry 4:
The following is a DFT calculation (ωB97M-V with the def2-TZVPD basis set) of a cluster of 2 separate species, C4H14Si2 in total.

Values from the calculation:
Highest occupied orbital energy: -7.88 eV
Energy above the lowest of the compared OMol25 structures with the same formula, charge and spin: 2.265 eV
Total charge: 0
Lowest unoccupied orbital energy: 0.6 eV
Molecular weight: 118.328 g mol⁻¹

```
20
C4H14Si2 | the OMol25 dataset | ωB97M-V with the def2-TZVPD basis set
C 2.431 -1.415 -0.741
C -1.624 2.158 1.215
C 2.008 0.030 -1.054
C 0.466 0.354 -1.231
Si -2.336 -1.411 0.794
Si -0.965 0.336 1.092
H 2.418 -2.167 -1.602
H 3.552 -1.379 -0.543
H 1.842 -1.741 0.099
H -2.008 2.312 0.169
H -2.211 2.793 1.934
H -0.711 2.867 1.152
H 2.559 0.728 -0.298
H 2.356 0.398 -2.017
H -0.036 -0.255 -1.860
H 0.176 1.401 -1.346
H -3.360 -1.056 -0.280
H -1.627 -2.559 0.449
H -3.121 -1.684 1.951
H 0.190 0.288 2.118
```